Entry 1:
A molecular structure, C15H29AlF9O2S, computed with wB97M-V/def2-TZVPD.

Each line ends with the Löwdin charge.
CARTESIAN COORDINATES (ANGSTROEM)
C1 1.21 3.27 3.09  0.024
C2 -0.03 3.91 3.66  -0.570
O1 0.00 4.74 4.55  0.070
O2 -1.13 3.44 3.08  -0.134
C3 -2.41 4.11 3.35  -0.235
Al1 -3.76 3.94 1.81  0.284
C4 -2.93 4.44 0.01  -0.294
C5 -1.40 4.68 0.02  -0.285
C6 -0.59 3.51 -0.53  -0.190
C7 -0.93 2.22 0.23  -0.118
C8 0.06 1.12 0.02  -0.437
F1 0.05 0.62 -1.26  0.103
F2 1.34 1.59 0.23  0.084
C9 0.00 -0.07 1.01  -0.384
F3 0.32 0.38 2.26  0.105
F4 0.93 -0.99 0.64  0.094
S1 -1.67 -0.96 1.15  0.765
F5 -1.15 -2.24 0.36  -0.150
F6 -1.18 -1.64 2.51  -0.136
F7 -2.25 0.27 1.94  -0.119
F8 -2.18 -0.36 -0.21  -0.125
F9 -3.07 -1.69 1.32  -0.116
H1 1.14 3.20 2.01  0.061
H2 1.27 2.27 3.50  0.079
H3 2.08 3.83 3.40  0.080
H4 -2.26 5.15 3.59  0.050
H5 -2.85 3.60 4.20  0.049
H6 -4.41 2.45 1.82  -0.110
H7 -4.93 5.02 2.14  -0.112
H8 -3.40 5.34 -0.37  0.026
H9 -3.14 3.65 -0.71  0.031
H10 -1.18 5.53 -0.63  0.093
H11 -1.01 4.95 1.00  0.084
H12 0.47 3.75 -0.47  0.106
H13 -0.84 3.39 -1.58  0.115
H14 -1.00 2.44 1.29  0.098
H15 -1.92 1.90 -0.07  0.110
C10 2.99 -6.54 -1.32  -0.114
C11 2.26 -6.11 -2.59  -0.273
C12 2.89 -4.89 -3.26  -0.233
C13 2.88 -3.62 -2.42  -0.226
C14 1.49 -3.16 -1.95  -0.265
C15 0.55 -2.82 -3.10  -0.101
H16 2.96 -5.76 -0.56  0.065
H17 2.52 -7.43 -0.89  0.066
H18 4.03 -6.77 -1.52  0.072
H19 1.21 -5.92 -2.36  0.098
H20 2.28 -6.94 -3.30  0.101
H21 2.37 -4.71 -4.21  0.099
H22 3.92 -5.12 -3.53  0.106
H23 3.33 -2.81 -3.00  0.109
H24 3.52 -3.75 -1.54  0.101
H25 1.61 -2.28 -1.32  0.089
H26 1.04 -3.93 -1.32  0.101
H27 0.96 -2.02 -3.72  0.077
H28 -0.41 -2.48 -2.71  0.067
H29 0.35 -3.68 -3.74  0.063

Its LUMO energy is 2.388 eV. The value obtained for the max |F| is 1.27 eV/A. Its orbital gap is 7.56 eV. Its highest occupied orbital energy is -5.2 eV. The energy above the lowest of the compared OMol25 structures with the same formula, charge and spin comes out at 4.3 kcal per mole. As for the net charge: -1. As for the spin multiplicity: 1.

Entry 2:
A molecular structure, C15H29AlINO2P2, computed with wB97M-V/def2-TZVPD.

Each line ends with the Löwdin charge.
CARTESIAN COORDINATES (ANGSTROEM)
C1 0.39 0.57 -3.40  0.014
C2 0.18 1.15 -2.02  -0.420
H1 1.18 1.13 -3.95  0.093
H2 -0.54 0.64 -3.98  0.099
H3 0.70 -0.49 -3.35  0.103
O1 -0.81 1.83 -1.71  0.065
I1 -0.84 -3.20 0.28  0.744
Al1 -0.68 -0.78 0.29  -0.244
P1 3.01 0.85 -1.18  0.919
C3 3.62 1.36 0.43  -0.145
C4 3.40 -0.88 -1.50  -0.142
H4 4.25 -1.17 -0.87  0.073
H5 4.59 2.16 -2.33  0.084
H6 3.67 -0.98 -2.56  0.074
H7 3.43 1.41 -3.46  0.069
H8 2.97 0.97 1.23  0.061
H9 2.54 -1.53 -1.29  0.068
C5 3.54 1.92 -2.50  -0.156
H10 4.64 0.97 0.55  0.083
H11 2.94 2.84 -2.50  0.087
H12 3.63 2.46 0.47  0.084
P2 -2.83 -0.46 -0.56  0.741
C6 -3.61 1.16 -0.67  -0.223
C7 -2.84 -1.06 -2.28  -0.225
H13 -4.49 -2.19 -0.51  0.064
H14 -4.87 -0.87 0.65  0.063
H15 -3.64 -2.11 1.05  0.022
C8 -4.08 -1.51 0.25  -0.237
H16 -1.98 -1.70 -2.49  0.035
H17 -3.76 -1.64 -2.43  0.069
H18 -4.45 1.22 0.03  0.062
H19 -3.97 1.30 -1.70  0.070
H20 -2.83 -0.19 -2.95  0.058
H21 -2.88 1.95 -0.45  0.039
C9 1.20 0.79 -1.03  -0.367
O2 0.83 0.16 0.06  -0.128
C10 -2.28 0.92 2.70  0.003
C11 -1.06 0.21 3.10  -0.244
C12 -0.46 0.12 4.38  0.050
C13 0.69 -0.67 4.24  0.043
C14 0.77 -1.06 2.88  -0.266
C15 1.85 -1.84 2.29  -0.031
N1 -0.32 -0.53 2.22  0.015
H22 -2.63 1.52 3.55  0.110
H23 -3.10 0.23 2.43  0.097
H24 -2.11 1.61 1.86  0.097
H25 -0.86 0.61 5.25  0.130
H26 1.43 -0.99 4.96  0.131
H27 2.53 -1.25 1.66  0.081
H28 2.46 -2.22 3.13  0.107
H29 1.50 -2.71 1.71  0.020

Its LUMO energy (spin up / spin down) is -6.746 / -8.019 eV. The value obtained for the max |F| is 2.52 eV/A. Its orbital gap (spin up / spin down) is 8.24 / 6.20 eV. Its highest occupied orbital energy (spin up / spin down) is -15.0 / -14.2 eV. The energy above the lowest of the compared OMol25 structures with the same formula, charge and spin comes out at 6.7 kcal per mole. As for the net charge: +2. As for the spin multiplicity: 1.

Entry 3:
3 unconnected molecules or ions with the total composition C15H29BI2NO6, computed with wB97M-V/def2-TZVPD.

Each line ends with the Löwdin charge.
CARTESIAN COORDINATES (ANGSTROEM)
C1 2.63 -3.69 0.98  -0.063
C2 3.14 -2.65 -0.11  -0.205
O1 3.03 -1.27 0.31  -0.102
C3 1.69 -0.86 0.15  -0.285
C4 1.41 -0.04 -1.19  -0.086
O2 0.02 -0.13 -1.46  -0.220
C5 -0.81 0.45 -0.39  -0.336
B1 -0.85 2.05 -0.78  -0.530
O3 -0.53 3.10 0.13  0.113
O4 -1.29 2.32 -2.12  0.121
C6 -2.22 -0.25 -0.66  -0.583
I1 -2.42 -1.71 -2.28  0.972
C7 -3.37 -0.02 0.08  -0.723
C8 -4.71 -0.80 -0.25  -0.208
I2 -3.44 1.40 1.69  1.003
C9 -0.29 0.15 1.08  -0.090
N1 1.19 0.02 1.24  0.124
H1 2.14 -3.17 1.85  0.074
H2 1.79 -4.28 0.48  0.084
H3 3.39 -4.45 1.29  0.087
H4 2.51 -2.78 -1.05  0.128
H5 4.22 -2.87 -0.31  0.134
H6 0.98 -1.74 0.11  0.183
H7 1.95 -0.62 -2.00  0.162
H8 1.86 0.99 -1.20  0.155
H9 0.43 3.12 0.23  0.104
H10 -0.54 2.14 -2.70  0.120
H11 -5.19 -0.39 -1.18  0.084
H12 -4.57 -1.91 -0.24  0.055
H13 -5.44 -0.58 0.59  0.059
H14 -0.77 -0.77 1.54  0.162
H15 -0.61 1.02 1.73  0.085
H16 1.47 -0.30 2.19  0.205
H17 1.64 0.95 1.13  0.187
C10 -3.98 3.21 -3.47  -0.029
C11 -4.95 2.99 -4.61  -0.503
O5 -5.51 1.92 -4.75  0.065
C12 -5.18 4.13 -5.55  -0.024
H18 -3.91 2.30 -2.87  0.068
H19 -2.99 3.45 -3.86  0.080
H20 -4.34 4.02 -2.83  0.092
H21 -4.24 4.41 -6.04  0.086
H22 -5.59 4.99 -5.01  0.087
H23 -5.89 3.83 -6.32  0.084
C13 5.15 -1.56 3.41  -0.015
C14 4.26 -2.00 4.54  -0.501
O6 3.15 -2.46 4.34  0.045
C15 4.79 -1.85 5.94  -0.017
H24 4.63 -1.72 2.46  0.057
H25 5.37 -0.49 3.51  0.090
H26 6.07 -2.14 3.41  0.095
H27 5.00 -0.80 6.15  0.090
H28 5.70 -2.45 6.06  0.092
H29 4.05 -2.21 6.65  0.087

Its LUMO energy is -3.336 eV. The value obtained for the max |F| is 2.74 eV/A. Its orbital gap is 7.75 eV. Its highest occupied orbital energy is -11.1 eV. As for the net charge: +1. As for the spin multiplicity: 1.

Entry 4:
A molecular structure, C15H29Br12I2NOP, computed with wB97M-V/def2-TZVPD.

Each line ends with the Löwdin charge.
CARTESIAN COORDINATES (ANGSTROEM)
C1 -1.29 -2.09 2.61  -0.270
C2 0.04 -2.70 2.08  -0.774
I1 1.87 -2.37 3.19  0.802
C3 0.10 -3.42 0.93  -0.990
I2 -1.74 -3.79 -0.21  0.643
N1 1.31 -3.94 0.43  -0.295
P1 1.93 -2.67 -0.52  0.545
O1 3.45 -2.47 -0.25  -0.890
H1 -1.44 -1.15 2.02  0.030
H2 -2.18 -2.73 2.42  0.021
H3 -1.24 -1.77 3.67  -0.047
H4 1.30 -1.47 -0.06  0.029
H5 1.59 -2.92 -1.87  -0.013
Br1 -0.46 -2.12 6.37  0.609
C4 1.20 -2.74 7.15  -0.708
C5 1.16 -4.23 7.41  -0.693
Br2 0.11 -4.64 9.00  0.578
H6 1.37 -2.15 8.04  0.047
H7 1.97 -2.51 6.41  0.010
H8 2.16 -4.60 7.62  0.056
H9 0.73 -4.79 6.59  0.054
Br3 6.91 -0.40 -3.79  0.536
C6 5.58 -1.69 -4.41  -0.732
C7 4.21 -1.38 -3.85  -0.648
Br4 4.03 -1.95 -1.92  0.868
H10 5.95 -2.67 -4.13  0.044
H11 5.59 -1.59 -5.50  -0.041
H12 3.45 -1.96 -4.38  0.039
H13 3.96 -0.32 -3.89  0.030
Br5 5.90 -3.01 -7.91  0.641
C8 5.19 -1.44 -8.83  -0.687
C9 6.30 -0.53 -9.29  -0.703
Br6 7.03 0.52 -7.82  0.608
H14 4.49 -0.96 -8.15  0.055
H15 4.65 -1.84 -9.69  0.053
H16 5.92 0.21 -10.00  0.052
H17 7.13 -1.06 -9.74  0.046
Br7 -0.44 1.98 1.54  0.629
C10 -1.96 2.87 2.39  -0.845
C11 -2.07 2.47 3.85  -0.661
Br8 -2.84 0.69 4.02  0.663
H18 -2.84 2.61 1.82  -0.032
H19 -1.76 3.93 2.30  0.016
H20 -2.77 3.13 4.37  0.053
H21 -1.12 2.47 4.37  0.053
Br9 -2.32 5.61 -3.09  0.597
C12 -3.61 4.46 -2.20  -0.698
C13 -3.50 4.56 -0.70  -0.628
Br10 -1.96 3.55 -0.03  0.724
H22 -3.46 3.45 -2.57  0.054
H23 -4.59 4.82 -2.53  0.052
H24 -4.36 4.10 -0.22  0.028
H25 -3.39 5.58 -0.35  0.052
Br11 -6.08 1.57 0.80  0.630
C14 -7.23 2.98 1.48  -0.695
C15 -6.68 3.58 2.75  -0.701
Br12 -6.97 2.42 4.28  0.607
H26 -8.22 2.55 1.62  0.049
H27 -7.27 3.72 0.69  0.053
H28 -7.19 4.51 2.99  0.056
H29 -5.61 3.77 2.69  0.040

Its LUMO energy is 1.472 eV. The value obtained for the max |F| is 7.33 eV/A. Its orbital gap is 5.80 eV. Its highest occupied orbital energy is -4.3 eV. As for the net charge: -1. As for the spin multiplicity: 1.